w:
Density functional theory data (ωB97M-V/def2-TZVPD) for C2H4FN3 in the gas phase.

The geometry in ORCA input format:
```
! wB97M-V def2-TZVPD RIJCOSX def2/J DEFGRID3
* xyz 0 1
F -3.134 0.896 -0.168
N -0.893 -1.880 -0.005
N -2.031 -1.110 0.012
N 0.195 -1.160 0.112
C -2.143 0.067 0.365
C 0.407 0.104 0.049
H -0.395 0.760 0.069
H -1.652 0.701 1.091
H 1.438 0.481 -0.131
H 0.968 -1.786 0.121
*
```

The value obtained for the HOMO energy is -8.12 eV. For the HOMO-LUMO gap, the calculation gives 8.6 eV. The calculation puts the LUMO energy at 0.479 eV.

Here are the Löwdin charges for atoms 1 to 2, given in e: number 1, F, carries -0.017; number 2, N, carries -0.024

x:
Density functional theory data (ωB97M-V/def2-TZVPD) for a molecular structure, C2H4FN3.

The geometry in ORCA input format:
```
! wB97M-V def2-TZVPD RIJCOSX def2/J DEFGRID3
* xyz 0 1
F -0.312 -0.862 -2.389
N -0.336 -1.161 0.287
N -0.903 -0.264 -1.263
N -0.457 0.953 -1.062
C 0.213 -0.041 0.966
C 0.080 1.137 0.053
H 0.644 1.916 0.430
H 0.396 -1.882 0.095
H -0.583 0.314 1.734
H 1.258 -0.109 1.150
*
```

The value obtained for the HOMO energy is -9.68 eV. For the HOMO-LUMO gap, the calculation gives 10.0 eV. The calculation puts the LUMO energy at 0.358 eV.

Here are the Löwdin charges for atoms 1 to 2, given in e: number 1, F, carries -0.071; number 2, N, carries 0.040

Result of the stability comparison: w is the most stable of them.

w:
Density functional theory data (ωB97M-V/def2-TZVPD) for C2HN2OP in the gas phase.

The geometry in ORCA input format:
```
! wB97M-V def2-TZVPD RIJCOSX def2/J DEFGRID3
* xyz 0 1
P 0.539 0.830 0.731
O 1.237 -0.950 0.566
N 0.235 1.129 -2.253
N -1.862 -0.609 0.904
C -0.995 0.121 0.778
C 0.332 1.025 -1.109
H 0.515 -1.547 0.383
*
```

The value obtained for the HOMO energy is -11.96 eV. For the HOMO-LUMO gap, the calculation gives 10.5 eV. The calculation puts the LUMO energy at -1.424 eV.

Here are the Löwdin charges for atoms 1 to 2, given in e: number 1, P, carries 1.007; number 2, O, carries -0.324

x:
Density functional theory data (ωB97M-V/def2-TZVPD) for 2 unconnected molecules or ions with the total composition C2HN2OP.

The geometry in ORCA input format:
```
! wB97M-V def2-TZVPD RIJCOSX def2/J DEFGRID3
* xyz 0 1
P -2.121 -0.152 -1.079
O 0.206 0.450 -0.094
N -1.719 -2.188 0.862
N -3.474 1.827 0.600
C -2.902 1.055 -0.022
C -2.032 -1.433 0.084
H 0.497 -0.401 0.054
*
```

The value obtained for the HOMO energy (alpha / beta) is -11.08 / -11.08 eV. For the HOMO-LUMO gap (alpha / beta), the calculation gives 7.5 / 7.5 eV. The calculation puts the LUMO energy (alpha / beta) at -3.544 / -3.545 eV.

Here are the Löwdin charges for atoms 1 to 2, given in e: number 1, P, carries 1.062; number 2, O, carries -0.206

Result of the stability comparison: w is the most stable of them.

w:
Density functional theory data (ωB97M-V/def2-TZVPD) for a gas-phase ion, C6H10N3 (charge +1).

The geometry in ORCA input format:
```
! wB97M-V def2-TZVPD RIJCOSX def2/J DEFGRID3
* xyz 1 1
N 0.801 -2.218 0.905
N 0.202 0.403 -0.031
N -0.663 1.325 0.571
C -0.244 -2.148 0.286
C 1.509 0.685 -0.313
C -1.867 1.003 0.382
C -0.523 -0.850 -0.329
C 2.121 1.961 -0.134
C -1.991 -0.297 -0.329
H 3.243 1.970 0.213
H -2.518 -0.405 -1.293
H 2.008 -0.288 -0.587
H -2.484 -0.914 0.427
H -2.822 1.437 0.558
H 1.028 -3.133 1.404
H 2.105 2.427 -1.092
H -1.259 -2.762 0.425
H 1.525 2.593 0.433
H -0.172 -0.788 -1.497
*
```

The value obtained for the HOMO energy is -14.30 eV. For the HOMO-LUMO gap, the calculation gives 9.5 eV. The calculation puts the LUMO energy at -4.766 eV.

Here are the Löwdin charges for atoms 1 to 2, given in e: number 1, N, carries 0.134; number 2, N, carries -0.054

x:
Density functional theory data (ωB97M-V/def2-TZVPD) for a molecular structure, C6H10N3.

The geometry in ORCA input format:
```
! wB97M-V def2-TZVPD RIJCOSX def2/J DEFGRID3
* xyz 1 1
N -1.115 0.360 1.645
N -1.370 -0.479 -0.192
N 0.346 -0.011 -1.776
C -0.812 -0.871 -1.512
C -0.932 0.667 0.309
C 0.362 0.782 1.731
C 0.340 1.363 0.273
C -1.654 -0.904 1.178
C 1.262 0.713 -0.853
H 2.097 0.076 -0.358
H -1.098 -1.741 1.395
H 0.117 0.713 -2.415
H 0.514 2.409 0.435
H 1.760 1.580 -1.304
H 0.519 1.374 2.499
H -0.534 -1.950 -1.361
H -2.647 -0.989 1.317
H 1.077 -0.082 1.969
H -1.638 -0.765 -2.175
*
```

The value obtained for the HOMO energy is -13.83 eV. For the HOMO-LUMO gap, the calculation gives 9.8 eV. The calculation puts the LUMO energy at -4.056 eV.

Here are the Löwdin charges for atoms 1 to 2, given in e: number 1, N, carries 0.087; number 2, N, carries 0.067

y:
Density functional theory data (ωB97M-V/def2-TZVPD) for a gas-phase ion, C6H10N3 (charge +1).

The geometry in ORCA input format:
```
! wB97M-V def2-TZVPD RIJCOSX def2/J DEFGRID3
* xyz 1 1
N 0.196 0.861 0.232
N 1.526 0.947 0.225
N 0.976 -1.170 -0.107
C -1.556 -1.030 -0.237
C 1.988 -0.343 -0.053
C 3.414 -0.598 -0.111
C -0.562 2.060 0.559
C -3.141 -0.792 -0.252
C -0.166 -0.454 0.020
H -1.415 -2.050 -0.489
H 3.630 -1.639 -0.581
H 3.868 0.193 -0.731
H 3.945 -0.530 0.917
H -3.242 -1.278 -1.368
H -3.752 -1.499 0.344
H -3.438 0.259 -0.035
H -1.647 1.815 0.395
H -0.322 2.540 1.494
H -0.300 2.707 -0.223
*
```

The value obtained for the HOMO energy (alpha / beta) is -14.37 / -14.37 eV. For the HOMO-LUMO gap (alpha / beta), the calculation gives 7.6 / 7.6 eV. The calculation puts the LUMO energy (alpha / beta) at -6.782 / -6.786 eV.

Here are the Löwdin charges for atoms 1 to 2, given in e: number 1, N, carries -0.099; number 2, N, carries 0.231

z:
Density functional theory data (ωB97M-V/def2-TZVPD) for a gas-phase ion, C6H10N3 (charge +1).

The geometry in ORCA input format:
```
! wB97M-V def2-TZVPD RIJCOSX def2/J DEFGRID3
* xyz 1 1
N 0.378 0.065 -1.931
N 1.506 1.157 -0.264
N 0.414 0.427 0.448
C -1.958 0.122 -0.733
C 2.106 -0.235 2.084
C -0.213 -0.431 -0.748
C 0.879 -0.300 1.615
C 1.418 0.882 -1.539
C -2.694 0.145 0.403
H 0.397 -0.444 -2.839
H -3.700 0.427 0.427
H 2.008 1.396 -2.267
H 2.105 -0.627 3.008
H -2.343 -0.059 1.299
H -0.167 1.108 0.787
H -2.161 0.452 -1.749
H 0.107 -0.795 2.068
H -0.182 -1.544 -0.516
H 2.892 0.493 1.716
*
```

The value obtained for the HOMO energy is -13.98 eV. For the HOMO-LUMO gap, the calculation gives 11.1 eV. The calculation puts the LUMO energy at -2.892 eV.

Here are the Löwdin charges for atoms 1 to 2, given in e: number 1, N, carries 0.047; number 2, N, carries 0.123

Result of the stability comparison: y is the most stable of them.

w:
Density functional theory data (ωB97M-V/def2-TZVPD) for a molecular structure, C6H10N3.

The geometry in ORCA input format:
```
! wB97M-V def2-TZVPD RIJCOSX def2/J DEFGRID3
* xyz 1 1
N 0.064 -1.300 -0.692
N -1.342 1.180 -0.256
N 1.196 1.230 -0.047
C -3.271 -0.567 -0.010
C 1.967 -0.091 0.136
C -1.918 0.037 -0.126
C -0.718 -0.750 0.081
C -0.161 1.164 0.494
C 1.481 -1.317 -0.657
H -3.160 -1.574 -0.361
H -0.313 1.301 1.595
H 1.164 1.639 -0.943
H 1.955 -0.322 1.198
H 1.556 1.902 0.631
H -3.529 -0.512 1.022
H 3.022 0.176 -0.314
H 1.848 -1.335 -1.714
H 1.775 -2.120 -0.039
H -4.128 0.070 -0.490
*
```

The value obtained for the HOMO energy is -12.37 eV. For the HOMO-LUMO gap, the calculation gives 8.6 eV. The calculation puts the LUMO energy at -3.769 eV.

Here are the Löwdin charges for atoms 1 to 2, given in e: number 1, N, carries 0.080; number 2, N, carries 0.107

x:
Density functional theory data (ωB97M-V/def2-TZVPD) for a gas-phase ion, C6H10N3 (charge +1).

The geometry in ORCA input format:
```
! wB97M-V def2-TZVPD RIJCOSX def2/J DEFGRID3
* xyz 1 1
N 1.831 1.397 0.374
N -0.438 0.957 0.253
N 2.051 0.172 0.120
C 1.052 -0.734 0.010
C -1.837 1.464 0.181
C -1.642 -1.030 0.001
C 3.449 -0.205 -0.162
C -2.615 0.154 -0.102
C -0.282 -0.265 0.085
H 1.391 -1.796 0.095
H -1.898 2.181 -0.560
H -3.571 -0.085 0.507
H -1.677 -1.634 -0.836
H 3.408 -1.193 -0.805
H 3.968 -0.396 0.786
H -2.872 0.034 -1.178
H -2.224 1.969 1.172
H 3.714 0.666 -0.825
H -1.807 -1.658 0.885
*
```

The value obtained for the HOMO energy (alpha / beta) is -14.07 / -13.85 eV. For the HOMO-LUMO gap (alpha / beta), the calculation gives 8.2 / 6.8 eV. The calculation puts the LUMO energy (alpha / beta) at -5.869 / -7.029 eV.

Here are the Löwdin charges for atoms 1 to 2, given in e: number 1, N, carries 0.350; number 2, N, carries 0.146

y:
Density functional theory data (ωB97M-V/def2-TZVPD) for 2 unconnected molecules or ions with the total composition C6H10N3.

The geometry in ORCA input format:
```
! wB97M-V def2-TZVPD RIJCOSX def2/J DEFGRID3
* xyz 1 1
N 0.427 1.169 0.427
N -0.254 -0.754 -0.235
N 1.416 0.642 -0.321
C -0.614 0.342 0.469
C 1.812 -1.394 -1.670
C -2.775 -0.033 1.288
C 1.082 -0.506 -0.713
C -1.065 -1.731 -0.448
C 0.551 2.516 1.003
H 0.909 2.465 2.083
H -0.363 3.063 0.968
H 2.448 -2.126 -1.122
H -0.679 -2.649 -0.997
H 1.347 3.171 0.497
H -1.903 -1.943 0.161
H 2.601 -0.937 -2.178
H -3.237 0.861 0.926
H -2.766 -0.450 2.361
H 1.062 -1.705 -2.497
*
```

The value obtained for the HOMO energy (alpha / beta) is -14.54 / -12.07 eV. For the HOMO-LUMO gap (alpha / beta), the calculation gives 9.2 / 6.4 eV. The calculation puts the LUMO energy (alpha / beta) at -5.382 / -5.684 eV.

Here are the Löwdin charges for atoms 1 to 2, given in e: number 1, N, carries -0.132; number 2, N, carries -0.078

Result of the stability comparison: w is the most stable of them.